Below is a molecular structure, C35H51Cl5N8O2PSn, with properties calculated with the ωB97M-V functional and the def2-TZVPD basis.

## Properties
E_LUMO = -2.05 eV
Gap between HOMO and LUMO = 7.6 eV
E_tot = -130869.048 eV
HOMO level = -0.35519 Eh

Structure (ORCA input):
```
! wB97M-V def2-TZVPD RIJCOSX def2/J DEFGRID3
* xyz 1 1
Sn -0.328 -0.701 0.748
Cl -0.762 -2.430 4.155
C -1.265 -0.761 4.080
C -1.267 -0.090 2.861
C -1.702 1.226 2.918
Cl -1.812 2.142 1.421
C -2.083 1.880 4.089
Cl -2.609 3.517 4.077
C -2.034 1.178 5.292
Cl -2.474 1.946 6.760
C -1.627 -0.158 5.289
Cl -1.550 -1.022 6.775
N 2.495 -1.130 1.235
C 2.203 -2.125 2.272
C 3.399 -2.818 2.920
C 4.412 -1.894 3.590
C 4.000 -1.362 4.962
N 2.748 -0.598 4.989
C 2.563 0.568 4.379
N 1.352 1.112 4.310
N 3.585 1.221 3.822
C 1.239 -3.163 1.667
O 1.479 -4.345 1.714
O 0.132 -2.664 1.180
H 3.040 -1.535 0.480
H 3.001 -0.333 1.597
H 1.611 -1.608 3.031
H 3.900 -3.411 2.152
H 3.019 -3.544 3.644
H 4.674 -1.072 2.918
H 5.342 -2.444 3.750
H 4.795 -0.750 5.397
H 3.851 -2.196 5.646
H 1.926 -1.053 5.357
H 0.526 0.591 4.558
H 1.241 1.949 3.755
H 4.532 0.922 3.966
H 3.391 2.086 3.333
C 0.037 -3.461 -2.783
C 0.657 -2.207 -3.419
C 0.830 -2.455 -4.916
C 2.019 -1.971 -2.758
P -0.502 -0.815 -2.922
C -1.959 -1.110 -3.998
C -3.070 -1.661 -3.362
C -4.232 -1.965 -4.059
C -4.303 -1.706 -5.418
C -3.207 -1.157 -6.072
C -2.046 -0.869 -5.371
C 0.217 0.851 -3.448
C -0.952 1.844 -3.445
C 0.968 0.945 -4.778
C 1.182 1.282 -2.332
H 0.651 -4.333 -3.024
H -0.971 -3.648 -3.159
H -0.009 -3.371 -1.694
H 1.514 -3.296 -5.062
H 1.247 -1.597 -5.440
H -0.118 -2.717 -5.386
H 2.622 -2.879 -2.839
H 1.906 -1.734 -1.694
H 2.575 -1.162 -3.233
H -3.015 -1.860 -2.300
H -5.075 -2.398 -3.536
H -5.206 -1.933 -5.970
H -3.254 -0.959 -7.135
H -1.203 -0.463 -5.910
H -1.632 1.686 -4.280
H -0.559 2.863 -3.514
H -1.534 1.768 -2.520
H 0.356 0.672 -5.635
H 1.862 0.323 -4.786
H 1.290 1.980 -4.928
H 0.670 1.361 -1.371
H 1.599 2.262 -2.583
H 2.016 0.588 -2.208
C -0.255 5.748 1.709
C 0.931 5.225 0.889
C 0.461 4.683 -0.467
C 1.985 6.324 0.693
C 1.558 4.123 1.639
N 2.061 3.268 2.218
H -0.721 6.567 1.161
H 0.069 6.124 2.679
H -1.000 4.968 1.866
H -0.016 5.493 -1.019
H -0.261 3.876 -0.341
H 1.299 4.310 -1.054
H 1.532 7.145 0.137
H 2.840 5.956 0.127
H 2.336 6.710 1.650
N -5.841 -0.813 -0.296
C -4.736 -1.586 -0.094
C -3.496 -1.018 0.243
N -2.426 -1.777 0.401
C -2.534 -3.098 0.226
C -3.762 -3.636 -0.114
N -4.856 -2.899 -0.273
H -5.863 0.121 0.072
H -6.721 -1.300 -0.347
H -3.383 0.053 0.371
H -1.649 -3.695 0.384
H -3.866 -4.704 -0.262
*
```